(1)
# C3H8O3S

A 2-piece molecular cluster, C3H8O3S overall (ωB97M-V/def2-TZVPD, the OMol25 dataset).

Geometry as XYZ:
```
15
Properties=species:S:1:pos:R:3:forces:R:3
O -1.82545 -2.27009 0.38681 -1.8 3.4 -0.6
C -1.67282 -1.08146 0.13808 5.3 1.2 -0.2
O -2.52381 0.11792 0.09958 3.1 -3.0 0.1
C -0.18026 -0.54722 -0.09341 -1.8 0.0 -3.4
C 0.10133 0.71613 -1.05372 -3.9 -0.3 1.2
S 1.85944 1.02880 -0.95866 0.4 1.1 -0.1
H -3.20186 -0.49176 0.13475 -4.7 -0.8 0.3
H 0.25177 -0.35848 0.81332 0.6 0.7 2.6
H 0.44361 -1.32863 -0.51533 -0.3 -0.6 0.0
H -0.78706 1.56403 -0.79291 3.2 -1.9 -0.7
H -0.04585 0.38868 -2.09305 -0.4 0.3 0.4
H 1.79993 2.31225 -0.56698 0.1 -0.1 0.0
H 2.20976 0.58536 1.28382 -1.4 0.1 1.2
H 2.05078 -0.23956 2.53791 0.0 -0.3 0.6
O 1.60407 0.47500 2.08752 1.5 0.3 -1.3
```
Positions in Å, forces in eV/Å.

Output
- LUMO energy (eV) = 0.6
- ΔE to the lowest compared entry with this formula, charge and spin (kcal per mole) = 52.8
- SMILES = O=C(O)CCS.O
- spin multiplicity = 1
- charge = 0
- calculated total energy (hartree) = -742.948577
- largest force on an atom (eV/Å) = 5.41
- orbital gap (eV) = 10.0946
- HOMO (eV) = -9.46

(2)
# C2H9N2O

C2H9N2O as an isolated structure (ωB97M-V/def2-TZVPD, the OMol25 dataset).

Geometry as XYZ:
```
14
Properties=species:S:1:pos:R:3:forces:R:3
C -2.02441 -0.35071 0.03552 -0.3 -2.1 2.3
C 1.67701 0.19039 0.43096 -0.4 -6.1 -0.8
N -1.05787 0.73794 -0.28360 -2.6 -1.6 -1.9
N 2.67460 -0.07700 -0.38830 0.9 2.7 -0.1
O 0.14198 0.32637 -0.70324 2.3 -0.3 0.0
H -2.84420 0.12557 0.67195 0.4 -0.6 -1.6
H -2.28690 -0.97174 -0.90333 0.2 1.3 1.7
H -1.56242 -1.03076 0.84594 -0.3 0.8 -1.6
H 1.40727 -0.77090 1.02620 -0.2 1.8 -1.3
H 1.59773 1.00857 1.00564 0.0 3.3 1.3
H -1.58395 1.13213 -1.09293 1.0 0.9 0.6
H 2.82670 -0.93921 -0.80448 -0.3 -2.2 -0.2
H -1.03889 1.33063 0.50167 0.2 1.6 1.1
H 3.35330 0.56870 -0.80742 -1.0 0.4 0.6
```
Positions in Å, forces in eV/Å.

Output
- LUMO energy (eV) = -3.1
- ΔE to the lowest compared entry with this formula, charge and spin (kcal per mole) = 108.4
- spin multiplicity = 1
- charge = +1
- calculated total energy (hartree) = -265.978970
- largest force on an atom (eV/Å) = 6.12
- orbital gap (eV) = 11.5684
- HOMO (eV) = -14.70

(3)
# C6H10

One molecule with the formula C6H10 (ωB97M-V/def2-TZVPD, the OMol25 dataset).

Geometry as XYZ:
```
16
Properties=species:S:1:pos:R:3:forces:R:3
C -0.50917 -1.83363 1.00974 0.0 0.0 0.0
C -0.78178 -0.40129 0.58338 -0.1 -0.1 -0.2
C 0.55042 0.33292 -0.95258 -0.3 0.0 0.6
C 0.32042 1.54568 -1.80335 0.0 0.0 0.0
C 0.77514 0.41027 0.42383 0.3 0.1 0.1
C 1.46195 0.85210 1.44538 -0.3 0.0 -0.4
H 0.04276 -2.37448 0.22981 -0.1 0.1 0.2
H 0.09027 -1.86250 1.92611 -0.1 0.0 -0.2
H -1.45489 -2.36887 1.17946 0.2 0.1 0.0
H -1.50457 -0.36326 -0.23831 0.1 0.0 0.1
H -1.17332 0.24056 1.37971 0.3 -0.1 -0.3
H 0.46586 -0.64515 -1.43459 0.0 0.2 0.2
H -0.71879 1.90665 -1.72546 0.2 -0.1 0.0
H 0.96841 2.36438 -1.46045 -0.1 -0.2 0.0
H 0.50680 1.33274 -2.86401 0.0 0.0 0.3
H 1.00111 0.90300 2.43982 0.0 -0.1 -0.3
```
Positions in Å, forces in eV/Å.

Output
- LUMO energy (spin up / spin down) (eV) = -0.1 / -0.1
- ΔE to the lowest compared entry with this formula, charge and spin (kcal per mole) = 122.0
- spin multiplicity = 1
- charge = 0
- calculated total energy (hartree) = -234.408028
- largest force on an atom (eV/Å) = 0.65
- orbital gap (spin up / spin down) (eV) = 7.0081 / 7.0096
- HOMO (spin up / spin down) (eV) = -7.14 / -7.14